130
Properties=species:S:1:pos:R:3 method="wB97M-V/def2-TZVPD" homo_ha=-0.35107 charge=+1 de_lowest_kj_mol=269.5 multiplicity=1
C 23.945 -25.195 39.415
C 25.352 -25.040 39.226
N 25.943 -23.922 39.985
C 26.905 -23.095 39.411
C 27.175 -22.089 40.470
N 26.306 -22.353 41.535
C 25.598 -23.433 41.264
C 26.323 -21.607 42.797
H 23.481 -25.837 38.713
H 23.335 -24.115 39.270
H 23.742 -25.829 40.259
H 25.462 -24.379 38.294
H 26.074 -25.851 39.314
H 27.371 -23.278 38.410
H 27.951 -21.301 40.380
H 24.868 -24.036 41.787
H 26.238 -22.199 43.513
H 25.432 -20.943 42.912
H 27.254 -21.124 43.004
N 23.748 -30.535 38.184
C 24.255 -30.439 39.447
C 25.351 -29.662 39.841
C 26.123 -29.077 38.731
C 25.581 -29.259 37.440
C 24.404 -29.956 37.212
H 23.698 -30.823 40.365
H 25.592 -29.664 40.826
H 26.831 -28.443 39.117
H 26.004 -28.539 36.712
H 24.101 -30.066 36.268
N 20.403 -25.302 37.597
C 21.256 -25.861 36.766
C 20.916 -26.785 35.778
C 19.591 -27.299 35.905
C 18.667 -26.832 36.757
C 19.101 -25.783 37.589
H 22.213 -25.237 36.960
H 21.674 -27.132 35.164
H 19.404 -28.021 35.014
H 17.688 -27.076 36.762
H 18.511 -25.335 38.422
N 23.067 -23.354 43.713
C 22.357 -22.868 42.605
C 21.566 -23.706 41.815
C 21.495 -25.101 42.125
C 22.132 -25.641 43.313
C 22.979 -24.703 44.002
H 22.795 -21.703 42.168
H 21.099 -23.254 41.001
H 20.962 -25.562 41.372
H 21.938 -26.773 43.722
H 23.538 -25.044 44.890
N 28.125 -17.967 41.244
C 28.794 -18.102 39.982
C 29.810 -17.170 39.580
C 30.311 -16.106 40.387
C 29.630 -15.985 41.621
C 28.592 -16.814 41.976
H 28.365 -18.723 39.255
H 30.305 -17.380 38.596
H 31.385 -15.354 40.006
H 29.699 -15.196 42.239
H 28.180 -16.575 43.001
N 26.924 -23.579 35.837
C 27.269 -24.818 35.904
C 26.424 -25.889 35.633
C 25.061 -25.742 35.445
C 24.674 -24.270 35.383
C 25.707 -23.251 35.498
H 28.411 -24.924 36.035
H 26.623 -26.981 35.798
H 24.270 -26.395 35.339
H 23.666 -24.046 35.130
H 25.402 -22.199 35.318
C 32.585 -18.652 41.897
C 31.541 -18.646 42.974
C 30.797 -19.804 43.256
C 30.984 -20.945 42.514
C 31.922 -20.974 41.476
C 32.605 -19.846 41.140
O 33.599 -19.948 40.220
O 29.973 -19.803 44.268
H 33.348 -17.612 41.865
H 31.401 -17.654 43.609
H 30.433 -21.823 42.850
H 32.103 -21.954 41.092
H 33.601 -20.911 40.122
H 29.454 -20.562 44.559
C 24.075 -18.508 43.990
C 25.488 -18.669 44.603
C 25.672 -19.363 45.760
C 24.624 -20.004 46.395
C 23.364 -19.840 45.909
C 22.988 -19.115 44.837
O 21.814 -19.055 44.427
O 26.901 -19.505 46.176
H 24.132 -17.921 43.154
H 26.327 -18.071 44.204
H 24.862 -20.487 47.220
H 22.614 -20.446 46.465
H 21.222 -19.926 44.803
H 27.587 -19.066 45.836
C 25.999 -23.847 46.495
C 27.095 -23.330 45.640
C 27.939 -24.238 44.982
C 27.597 -25.610 45.025
C 26.424 -26.009 45.695
C 25.701 -25.204 46.607
O 24.794 -25.615 47.340
O 28.999 -23.692 44.243
H 25.362 -22.983 47.087
H 27.275 -22.115 45.619
H 28.153 -26.323 44.451
H 26.440 -27.166 45.726
H 24.458 -24.855 47.823
H 29.346 -24.425 43.777
C 32.627 -24.189 38.872
C 33.919 -23.499 38.816
C 33.959 -22.238 38.280
C 32.771 -21.539 37.866
C 31.478 -22.213 38.126
C 31.389 -23.557 38.562
O 30.104 -24.084 38.630
O 35.181 -21.660 38.161
H 32.816 -24.900 39.451
H 34.725 -23.890 39.137
H 33.042 -20.537 37.378
H 30.605 -21.579 37.784
H 30.201 -24.957 39.110
H 34.985 -20.992 37.441